ORCA calculation (the ωB97M-V functional and the def2-TZVPD basis) on 10 unconnected molecules or ions with the total composition C52H110F12N6O8 in a non-equilibrium geometry.

The value obtained for the energy is -113633.725 eV. As for the HOMO energy: -7.562 eV. The HOMO-LUMO gap comes out at 7.9 eV. For the maximum force, the calculation gives 6.86 eV Å⁻¹.

Structure (ORCA input):
```
! wB97M-V def2-TZVPD RIJCOSX def2/J DEFGRID3
* xyz 0 1
C 3.79 2.34 -13.04
C 4.07 2.77 -14.48
O 3.89 4.14 -14.61
C 4.95 4.95 -14.46
O 6.17 4.61 -14.21
C 4.52 6.42 -14.58
F 3.18 6.56 -14.57
F 5.09 7.05 -13.53
F 5.00 7.01 -15.72
H 2.90 2.86 -12.69
H 4.64 2.57 -12.41
H 3.55 1.27 -13.01
H 3.25 2.47 -15.13
H 4.98 2.37 -14.94
C 2.47 2.45 -23.16
C 1.36 3.50 -23.10
O 1.66 4.54 -22.12
C 1.70 4.32 -20.79
O 1.65 3.22 -20.22
C 1.99 5.54 -19.88
F 0.81 5.91 -19.30
F 2.89 5.21 -18.97
F 2.36 6.62 -20.54
H 2.40 1.86 -22.25
H 3.49 2.85 -23.18
H 2.40 1.85 -24.07
H 0.44 2.95 -22.90
H 1.23 3.86 -24.12
C 0.14 13.55 -14.73
C 0.97 14.15 -13.57
O 1.26 15.54 -13.91
C 2.23 16.08 -13.28
O 2.88 15.52 -12.32
C 2.47 17.53 -13.66
F 2.18 18.33 -12.63
F 3.81 17.68 -13.96
F 1.76 17.87 -14.73
H -0.75 14.13 -14.96
H -0.07 12.49 -14.55
H 0.67 13.52 -15.69
H 1.83 13.56 -13.27
H 0.29 14.21 -12.73
C 4.46 8.19 -18.71
C 4.43 9.67 -18.21
O 4.22 9.80 -16.82
C 3.71 10.99 -16.45
O 3.62 11.98 -17.19
C 3.48 11.13 -14.94
F 2.20 11.00 -14.56
F 4.25 10.21 -14.28
F 3.88 12.38 -14.55
H 5.16 7.57 -18.14
H 4.74 8.05 -19.76
H 3.50 7.70 -18.53
H 3.79 10.33 -18.80
H 5.44 10.02 -18.44
C 7.92 15.28 -20.06
C 8.41 13.77 -20.17
N 7.87 13.11 -21.35
C 6.44 13.24 -21.59
C 5.43 12.60 -20.63
C 8.26 11.68 -21.44
C 9.77 11.57 -21.69
H 8.43 15.89 -19.31
H 6.87 15.30 -19.78
H 8.08 15.80 -21.00
H 9.49 13.66 -20.11
H 8.14 13.22 -19.27
H 6.20 14.31 -21.60
H 6.34 12.89 -22.62
H 4.45 12.86 -21.02
H 5.57 11.52 -20.59
H 5.55 13.02 -19.63
H 7.76 11.34 -22.34
H 8.08 11.13 -20.52
H 10.37 11.96 -20.87
H 10.12 12.17 -22.53
H 10.05 10.53 -21.89
C 1.38 13.51 -19.44
C 0.91 14.94 -19.14
N 1.85 16.05 -19.39
C 1.07 17.26 -19.23
C 0.22 17.60 -20.40
C 2.96 15.94 -18.42
C 4.17 16.87 -18.85
H 2.33 13.29 -18.95
H 1.64 13.54 -20.50
H 0.68 12.72 -19.18
H 0.02 15.18 -19.73
H 0.67 15.05 -18.08
H 0.56 17.34 -18.28
H 1.79 18.08 -19.17
H 0.01 16.70 -20.98
H -0.82 17.67 -20.07
H 0.56 18.35 -21.10
H 3.27 14.89 -18.46
H 2.49 16.14 -17.46
H 3.88 17.89 -19.07
H 4.71 16.53 -19.73
H 5.03 16.84 -18.17
C 7.79 7.49 -20.36
C 8.26 6.92 -21.67
N 7.22 7.00 -22.72
C 5.90 6.34 -22.29
C 5.89 4.84 -22.69
C 7.70 6.60 -24.06
C 8.82 7.41 -24.70
H 8.65 7.84 -19.79
H 7.36 6.73 -19.71
H 7.13 8.35 -20.44
H 9.13 7.56 -21.84
H 8.62 5.93 -21.37
H 5.83 6.27 -21.20
H 4.99 6.82 -22.64
H 5.80 4.77 -23.77
H 6.81 4.42 -22.27
H 5.15 4.13 -22.32
H 6.80 6.77 -24.65
H 8.02 5.56 -24.07
H 9.85 7.17 -24.44
H 8.71 8.49 -24.65
H 8.90 7.18 -25.76
C 4.95 9.57 -27.28
C 4.48 8.30 -26.60
N 3.93 8.56 -25.26
C 4.94 9.25 -24.42
C 4.43 9.77 -23.04
C 3.46 7.31 -24.63
C 2.02 6.88 -25.12
H 5.43 9.30 -28.22
H 5.80 10.02 -26.77
H 4.16 10.30 -27.44
H 3.72 7.79 -27.19
H 5.31 7.61 -26.44
H 5.37 10.10 -24.95
H 5.84 8.64 -24.34
H 4.61 9.03 -22.26
H 3.38 10.06 -23.01
H 5.06 10.61 -22.76
H 4.06 6.43 -24.90
H 3.34 7.36 -23.55
H 1.33 7.62 -24.72
H 1.97 6.65 -26.18
H 1.75 5.91 -24.69
C 8.40 13.37 -13.95
C 8.38 13.23 -12.41
N 7.42 14.08 -11.75
C 5.96 13.91 -12.07
C 5.59 12.45 -11.95
C 7.86 15.48 -11.71
C 7.35 16.27 -10.48
H 9.15 12.70 -14.38
H 8.61 14.34 -14.39
H 7.54 12.96 -14.49
H 8.18 12.19 -12.15
H 9.37 13.48 -12.04
H 5.38 14.41 -11.30
H 5.79 14.26 -13.08
H 4.50 12.42 -12.01
H 5.96 11.87 -12.80
H 5.87 12.03 -10.99
H 7.50 15.94 -12.63
H 8.95 15.50 -11.65
H 7.96 17.18 -10.43
H 7.47 15.65 -9.59
H 6.32 16.61 -10.50
C -1.95 9.23 -13.28
C -1.40 8.66 -14.65
N 0.02 8.80 -14.80
C 0.78 8.24 -13.69
C 0.40 6.76 -13.43
C 0.51 8.29 -16.06
C 0.22 9.33 -17.19
H -1.67 8.63 -12.42
H -3.04 9.29 -13.30
H -1.67 10.27 -13.14
H -1.66 7.60 -14.63
H -2.05 9.05 -15.44
H 1.85 8.36 -13.85
H 0.58 8.83 -12.79
H 0.16 6.14 -14.30
H 1.16 6.19 -12.90
H -0.56 6.73 -12.92
H 0.01 7.35 -16.32
H 1.58 8.10 -15.99
H 0.77 10.27 -17.21
H -0.84 9.62 -17.18
H 0.29 8.94 -18.20
*
```

Mulliken atomic charge list, values in e, 4 entries: C -1.10; C -0.22; O -0.22; C -0.08